1.
Below is a structure of composition C9H9EuN7OS7Sb, with properties calculated with ωB97M-V with the def2-TZVPD basis set.

Its spin multiplicity is 7. For the energy, the calculation gives -4545.035863 Ha. The calculation puts the energy relative to the best compared isomer or geometry (same formula, charge and spin) at 47.2 kJ/mol. As for the gap between HOMO and LUMO (alpha / beta): 5.31 / 5.32 eV. The value obtained for the HOMO energy (alpha / beta) is -0.03546 / -0.03589 Eh. Its net charge is -2.

```
35
C9H9EuN7OS7Sb, DFT ωB97M-V with the def2-TZVPD basis set
Eu -0.75497 0.67000 -0.48638
S -2.78466 -2.17726 -3.51568
Sb -2.87590 0.11076 -3.04016
S -3.37365 0.20946 -0.62767
S -0.54252 0.85037 -3.13011
O 1.64517 2.57071 6.26369
C 1.31836 2.22903 5.14153
S 1.61430 3.18334 3.69668
C 0.86184 2.10120 2.52328
C 0.31999 0.97320 3.00996
S -0.48934 -0.31234 2.12661
S 0.44875 0.75323 4.76026
S 0.90334 2.63943 0.84913
N 3.80437 -0.70486 -0.66262
C 2.90827 0.28899 -0.66991
N 1.70523 -0.22228 -0.70402
C 1.91722 -1.55964 -0.69971
N 3.18402 -1.91373 -0.67144
C 0.78140 -2.49629 -0.69851
C 0.95194 -3.86632 -0.73739
N -0.07870 -4.71366 -0.71007
C -1.27893 -4.14944 -0.67325
C -1.46161 -2.77211 -0.64226
N -0.42662 -1.94460 -0.63812
H 4.80592 -0.64996 -0.60896
H 3.14708 1.33853 -0.60992
H 1.95152 -4.28099 -0.78007
H -2.14162 -4.80261 -0.67854
H -2.44343 -2.31857 -0.62189
N -2.89927 3.41531 -1.53542
N -1.60297 3.23347 -0.95818
H -3.25163 4.34393 -1.34163
H -3.50637 2.70075 -1.13478
H -1.44862 3.80444 -0.13208
H -0.90789 3.46850 -1.66238
```



2.
Below is an isolated molecule of C21H29NO, with properties calculated with ωB97M-V with the def2-TZVPD basis set.

Its SMILES is CCCCN(CCCC)Cc1cc2ccccc2c2c1COC2. Its spin multiplicity is 1. For the energy, the calculation gives -947.593952 Ha. The calculation puts the energy relative to the best compared isomer or geometry (same formula, charge and spin) at 17.8 kJ/mol. As for the gap between HOMO and LUMO: 8.56 eV. The value obtained for the HOMO energy is -0.29364 Eh.

```
52
C21H29NO, DFT ωB97M-V with the def2-TZVPD basis set
C 0.73142 0.10722 4.99220
C 0.54839 -0.79526 3.77882
C 1.87172 -1.08312 3.07497
C 1.65273 -1.85776 1.77233
N 0.84622 -1.09383 0.83772
C -0.04713 -1.89049 0.01941
C 0.61906 -2.94415 -0.88079
C -0.34787 -3.53951 -1.90323
C -1.45237 -4.37422 -1.26573
H -2.06600 -4.83743 -2.03513
H -1.02563 -5.16208 -0.64840
H -2.09631 -3.75823 -0.64375
H 0.21841 -4.17130 -2.59253
H -0.79605 -2.73233 -2.48808
H 1.44969 -2.48014 -1.41813
H 1.03297 -3.74557 -0.26473
H -0.61787 -1.19531 -0.60292
H -0.74774 -2.38240 0.69972
C 1.60475 -0.10760 0.08557
C 0.68213 0.94288 -0.47153
C -0.06297 1.72620 0.37651
C -0.95534 2.70980 -0.09514
C -1.71490 3.50814 0.78673
C -2.57179 4.45936 0.30948
C -2.71258 4.66049 -1.07309
C -1.99468 3.90631 -1.95844
C -1.10288 2.91727 -1.49528
C -0.33232 2.10287 -2.34285
C 0.52538 1.15099 -1.85038
C 1.18457 0.45775 -3.00403
H 0.96804 -0.61915 -3.02230
H 2.27589 0.59215 -2.99901
O 0.64713 1.05494 -4.17631
C -0.27521 2.08193 -3.83856
H -1.25052 1.85097 -4.28918
H 0.07843 3.03747 -4.25160
H -2.09932 4.05692 -3.02284
H -3.39465 5.41780 -1.43100
H -3.14887 5.06534 0.99266
H -1.60511 3.35122 1.85028
H 0.03249 1.58139 1.44226
H 2.20367 -0.55699 -0.72357
H 2.29891 0.37339 0.77952
H 2.62794 -2.14000 1.34174
H 1.11352 -2.77748 2.00950
H 2.52268 -1.66822 3.72831
H 2.37836 -0.13933 2.86475
H 0.09478 -1.73823 4.09194
H -0.12684 -0.32528 3.06217
H -0.22288 0.29280 5.47983
H 1.40127 -0.35433 5.71509
H 1.15730 1.06411 4.69703
```



3.
Below is a structure of composition C36H39InN6O2P, with properties calculated with ωB97M-V with the def2-TZVPD basis set.

Its spin multiplicity is 1. For the energy, the calculation gives -2405.635630 Ha. The calculation puts the energy relative to the best compared isomer or geometry (same formula, charge and spin) at 0.0 kJ/mol. As for the gap between HOMO and LUMO: 7.60 eV. The value obtained for the HOMO energy is -0.36909 Eh. Its net charge is +1.

```
85
C36H39InN6O2P, DFT ωB97M-V with the def2-TZVPD basis set
In 0.17185 0.42212 -0.06519
C -0.70630 -1.21664 2.59220
C 0.65089 -0.63842 3.03792
C 0.56118 0.85858 3.11866
C 0.78081 1.56775 4.28647
C 0.62563 2.94433 4.28476
C 0.24779 3.59027 3.11618
C 0.06202 2.83537 1.97791
N 0.21593 1.49441 1.97979
N -0.76861 -1.59427 1.15518
C 0.00197 -2.84869 0.93588
C 0.17333 -3.29396 -0.50975
C 0.92907 -4.43053 -0.77069
C 1.05667 -4.86216 -2.07626
C 0.42919 -4.14594 -3.08668
C -0.28238 -3.01461 -2.73879
N -0.40212 -2.58598 -1.47579
C -2.19260 -1.83306 0.83348
C -2.94878 -0.57351 0.51382
C -4.32106 -0.63366 0.31667
C -5.01034 0.52713 0.01894
C -4.31649 1.72825 -0.03688
C -2.95736 1.70789 0.17472
N -2.26555 0.57164 0.42077
H -1.48545 -0.47484 2.75449
H -0.96323 -2.08769 3.20225
H 1.43544 -0.89817 2.31440
H 0.94770 -1.04894 3.99791
H 1.05760 1.03870 5.18925
H 0.79244 3.51098 5.19224
H 0.10844 4.66566 3.08351
H -0.21101 3.28195 1.02604
H -0.50472 -3.65665 1.47783
H 0.99140 -2.74315 1.37741
H 1.41340 -4.96251 0.04365
H 1.64815 -5.74280 -2.30838
H 0.50975 -4.44565 -4.12463
H -0.75212 -2.39361 -3.49967
H -2.67800 -2.34635 1.67023
H -2.26173 -2.47194 -0.02742
H -4.83234 -1.58894 0.39614
H -6.07983 0.49890 -0.16422
H -4.81423 2.66694 -0.25932
H -2.37712 2.61740 0.13511
O 1.85492 -0.85936 0.04267
C 2.51437 -1.45237 -0.94860
C 3.59295 -2.29217 -0.60532
C 4.37111 -2.90811 -1.56275
C 4.10867 -2.71661 -2.92440
C 3.06162 -1.89818 -3.27841
C 2.24513 -1.25912 -2.32751
C 1.20304 -0.39618 -2.87663
N 0.31270 0.24713 -2.22521
N -0.61510 1.02189 -2.94021
C -0.94802 2.06507 -2.22031
O -0.44828 2.34408 -1.03536
C -1.96827 2.99946 -2.79038
C -2.79846 2.61465 -3.84142
C -3.77917 3.48166 -4.30715
C -3.93136 4.74014 -3.73413
C -3.09387 5.13259 -2.69817
C -2.11752 4.26153 -2.22768
H 3.79525 -2.42979 0.45405
H 5.19592 -3.54231 -1.25465
H 4.72456 -3.18827 -3.68218
H 2.84667 -1.72686 -4.33051
H 1.17333 -0.28202 -3.95860
H -2.66841 1.63250 -4.27908
H -4.42636 3.17593 -5.12094
H -4.69427 5.41702 -4.10338
H -3.19688 6.11977 -2.25988
H -1.45878 4.55855 -1.42052
C 3.79086 1.62923 1.25668
P 2.64922 2.07890 -0.09810
C 3.70296 1.80040 -1.56915
C 2.69411 3.91200 -0.02230
H 4.75562 2.12994 1.13716
H 3.93854 0.54593 1.24660
H 3.36052 1.91583 2.22240
H 4.61140 2.39885 -1.49457
H 3.15994 2.08692 -2.47124
H 3.97482 0.74873 -1.65070
H 3.70989 4.27465 -0.19399
H 2.35609 4.26700 0.95370
H 2.03156 4.32130 -0.78939
```



4.
Below is a cluster of 8 separate species, C30H48O24 in total, with properties calculated with ωB97M-V with the def2-TZVPD basis set.

Its SMILES is C[C@H]1COC(=O)O1.C[C@H]1COC(=O)O1.C[C@H]1COC(=O)O1.C[C@H]1COC(=O)O1.C[C@H]1COC(=O)O1.C[C@H]1COC(=O)O1.COC(=O)OC.COC(=O)OC. Its spin multiplicity is 1. For the energy, the calculation gives -2977.483301 Ha. The calculation puts the energy relative to the best compared isomer or geometry (same formula, charge and spin) at 759.4 kJ/mol. As for the gap between HOMO and LUMO: 9.73 eV. The value obtained for the HOMO energy is -0.36803 Eh.

```
102
C30H48O24, DFT ωB97M-V with the def2-TZVPD basis set
C 5.98351 -1.68793 1.25776
C 5.75142 -0.17177 1.01677
C 5.17991 0.13488 -0.28950
O 3.96380 0.78685 0.01219
C 3.89189 0.88983 1.39093
O 3.01512 1.48151 1.97936
O 4.90494 0.31801 1.95669
H 6.55944 -2.11952 0.42976
H 5.02900 -2.18188 1.21608
H 6.40462 -1.90573 2.20387
H 6.66251 0.43660 1.17240
H 4.92010 -0.66315 -0.94247
H 5.88945 0.77235 -0.92918
C -3.33940 -0.11546 -5.03878
C -2.51435 1.10958 -5.32727
C -1.08271 0.97127 -6.02219
O -1.10973 2.03119 -6.98074
C -2.32207 2.63082 -6.97640
O -2.61641 3.66628 -7.51097
O -3.17520 1.97665 -6.18998
H -2.65314 -0.97253 -4.79732
H -3.91202 -0.53903 -5.87375
H -4.01591 0.13275 -4.27822
H -2.42819 1.69825 -4.45006
H -1.06619 -0.01673 -6.56676
H -0.12994 0.97369 -5.50783
C 1.26979 -4.11445 3.04480
C 1.02724 -2.86332 2.22321
C 2.33119 -2.46140 1.52964
O 1.71809 -2.21549 0.25502
C 0.56266 -2.73316 0.04399
O -0.00702 -2.80735 -1.00298
O 0.10212 -3.07259 1.18086
H 0.36970 -4.59539 3.38292
H 1.89225 -3.94336 3.91462
H 1.66963 -4.89068 2.40576
H 0.61151 -2.10340 2.90380
H 3.13861 -3.17853 1.44359
H 2.62408 -1.56828 2.00294
C -1.45069 -1.25778 5.30552
C -2.09097 -2.34035 4.45160
C -2.25301 -3.72099 5.14027
O -3.55693 -4.11461 4.59758
C -4.15893 -3.02187 4.07505
O -5.26825 -2.90964 3.53411
O -3.38952 -1.91720 4.16172
H -1.40710 -0.27371 4.75281
H -0.40957 -1.50425 5.47571
H -1.85475 -1.10935 6.33519
H -1.66234 -2.60340 3.44767
H -2.27052 -3.56313 6.18470
H -1.44094 -4.45089 5.02988
C -3.18770 -1.93306 0.45816
C -3.90257 -2.02880 -0.87812
C -2.92965 -1.96734 -2.05670
O -2.99014 -3.36810 -2.51883
C -3.83921 -4.07195 -1.87279
O -3.97712 -5.30583 -2.11496
O -4.49825 -3.25734 -0.96543
H -3.00615 -0.90126 0.62805
H -2.32722 -2.51586 0.48837
H -3.65007 -2.04759 1.36765
H -4.67462 -1.28231 -1.10984
H -1.91591 -1.62324 -1.95439
H -3.47701 -1.39267 -2.73901
C -0.72331 0.67476 2.08580
C -0.33106 1.51540 0.95413
C 0.57843 0.82750 -0.01305
O -0.21223 0.49286 -1.13589
C -1.29094 1.13371 -1.03311
O -2.13354 1.13228 -1.91377
O -1.31464 1.86752 0.07485
H -1.35025 1.35834 2.72125
H 0.15046 0.30382 2.64049
H -1.23851 -0.27503 1.75971
H 0.19655 2.42178 1.19246
H 1.10109 0.10007 0.58508
H 1.40867 1.51858 -0.17588
C 0.80579 5.97579 -0.65774
O 0.19998 5.33258 0.40919
C 0.91794 4.77390 1.45199
O 2.30585 4.71475 1.24745
O 0.26640 4.36834 2.64060
C 1.00380 3.94355 3.83962
H 1.07485 7.07186 -0.33593
H -0.03492 5.91174 -1.35424
H 1.74601 5.40591 -0.93450
H 0.42335 3.53128 4.68129
H 1.59780 4.71123 4.31541
H 1.73284 3.15729 3.42561
C -0.41669 3.59841 -3.11016
O 0.24744 2.55597 -3.79727
C 1.34672 2.13390 -3.15526
O 2.03529 2.88935 -2.16066
O 1.70701 0.88426 -3.45717
C 2.52641 0.12068 -2.57186
H -0.61404 3.36331 -2.01890
H -1.41483 3.70944 -3.53858
H -0.01110 4.51421 -3.19652
H 2.85896 -0.78298 -2.95804
H 2.00048 -0.19306 -1.76332
H 3.34279 0.62986 -2.24962
```



spin multiplicity of number 4 (C30H48O24)?
1